[1]
Here is a cluster of 12 separate species, H24O12 in total in a non-equilibrium geometry from OMol25. Energies are from ωB97M-V/def2-TZVPD.

Atoms and positions in Å:
O1 3.713 2.284 -2.171
O2 -1.052 3.745 1.182
O3 -4.934 -0.121 0.407
O4 -0.564 0.251 -0.686
O5 2.541 0.536 0.164
O6 2.956 -3.201 2.069
O7 1.127 4.407 -0.625
O8 2.477 -3.446 -1.874
O9 -4.643 -0.886 -1.271
O10 -1.336 -2.383 -2.171
O11 1.662 -0.409 2.970
O12 -2.115 -0.482 2.041
H1 0.134 -0.346 -0.331
H2 -1.454 -2.655 -3.047
H3 3.653 -3.581 2.723
H4 -0.531 -2.920 -1.964
H5 -4.306 0.537 0.270
H6 -5.305 -0.118 1.287
H7 -0.136 0.990 -0.950
H8 -5.078 -0.414 -2.005
H9 3.401 0.348 -0.259
H10 -1.439 -0.569 1.353
H11 2.746 2.215 -2.230
H12 2.006 -3.518 -1.052
H13 -1.772 3.347 0.701
H14 2.425 1.488 0.134
H15 -1.973 -1.120 2.634
H16 1.774 -0.630 3.966
H17 0.705 -0.214 2.807
H18 -1.102 3.283 1.938
H19 3.166 -4.231 -1.807
H20 1.464 4.683 -1.485
H21 3.057 -2.282 2.248
H22 0.776 3.505 -0.857
H23 -4.768 -1.746 -1.605
H24 3.906 1.573 -2.759

The SMILES is O.O.O.O.O.O.O.O.O.O.O.O. The calculation puts the HOMO-LUMO gap at 0.3242 hartree. The value obtained for the HOMO energy is -0.32303 Eh. For the relative energy (zero: lowest compared OMol25 entry of this formula, charge and spin), the calculation gives 6.259 eV.

[2]
Here is the molecule C3H3Cl3 in a non-equilibrium geometry from OMol25. Energies are from ωB97M-V/def2-TZVPD.

Atoms and positions in Å:
Cl1 1.825 1.436 0.670
Cl2 1.965 -1.431 0.082
Cl3 0.117 -0.506 1.978
C1 0.967 -0.098 0.458
C2 -0.102 0.035 -0.564
C3 -1.360 0.118 -0.368
H1 -1.932 0.668 -1.170
H2 0.294 0.129 -1.542
H3 -1.774 -0.351 0.456

The SMILES is C=CC(Cl)(Cl)Cl. The calculation puts the HOMO-LUMO gap at 0.4029 hartree. The value obtained for the HOMO energy is -0.37801 Eh. For the relative energy (zero: lowest compared OMol25 entry of this formula, charge and spin), the calculation gives 0.915 eV.

[3]
Here is the molecule C17H21NO3S from OMol25. Energies are from ωB97M-V/def2-TZVPD.

Atoms and positions in Å:
S1 2.613 -1.344 0.595
O1 -3.097 -0.318 0.518
O2 3.926 2.284 -0.236
O3 -1.906 -2.226 -1.149
N1 2.027 1.604 0.799
C1 -1.384 -0.969 -0.982
C2 4.965 -1.881 -0.262
C3 3.649 -0.021 0.153
C4 0.327 0.596 -1.660
C5 -3.863 0.677 1.165
C6 -1.966 0.026 -0.171
C7 -0.254 -0.657 -1.724
C8 -1.355 1.271 -0.100
C9 -0.868 -3.315 0.775
C10 3.831 -2.480 0.190
C11 0.491 2.883 -0.646
C12 1.317 2.852 0.658
C13 -4.627 1.563 0.187
C14 -0.211 1.567 -0.832
C15 -2.152 -3.001 0.013
C16 4.860 -0.477 -0.287
C17 3.227 1.390 0.201
H1 -0.152 -3.802 0.118
H2 2.058 3.653 0.649
H3 3.631 -3.526 0.312
H4 -5.266 0.948 -0.442
H5 1.168 3.056 -1.483
H6 5.638 0.189 -0.613
H7 1.211 0.810 -2.243
H8 -1.769 2.043 0.529
H9 -3.944 2.114 -0.455
H10 -5.244 2.268 0.737
H11 -4.568 0.109 1.779
H12 0.160 -1.426 -2.356
H13 -2.602 -3.920 -0.371
H14 -0.418 -2.399 1.155
H15 1.453 0.798 1.002
H16 -0.220 3.709 -0.596
H17 -3.236 1.279 1.835
H18 -1.087 -3.973 1.612
H19 -2.870 -2.501 0.671
H20 0.664 2.969 1.526
H21 5.842 -2.423 -0.568

The SMILES is CCOc1ccc(CCNC(=O)c2cccs2)cc1OCC. The calculation puts the HOMO-LUMO gap at 0.3263 hartree. The value obtained for the HOMO energy is -0.30511 Eh. For the relative energy (zero: lowest compared OMol25 entry of this formula, charge and spin), the calculation gives 0.664 eV.

[4]
Here is the molecule C16H19N7OS2 in a non-equilibrium geometry from OMol25. Energies are from ωB97M-V/def2-TZVPD.

Atoms and positions in Å:
S1 4.843 -0.337 -0.291
S2 0.313 2.752 -0.045
O1 3.828 2.054 0.162
N1 3.875 -2.690 -0.009
N2 -1.237 -0.378 1.528
N3 2.928 -1.880 0.450
N4 -5.926 -2.060 0.596
N5 -0.229 0.484 1.360
N6 -1.899 1.151 0.099
N7 2.440 0.382 0.798
C1 -2.594 1.837 -0.960
C2 -4.732 -0.007 0.822
C3 -2.238 0.007 0.784
C4 1.712 2.655 1.123
C5 -0.620 1.393 0.499
C6 -5.902 -0.748 0.750
C7 -3.542 -2.069 0.587
C8 4.930 -2.093 -0.429
C9 -2.240 -0.041 -2.666
C10 2.778 1.688 0.641
C11 -3.518 -0.683 0.721
C12 3.254 -0.633 0.384
C13 -2.044 1.439 -2.335
C14 -3.697 -0.413 -2.920
C15 -4.773 -2.702 0.528
C16 6.116 -2.782 -0.983
H1 2.129 3.661 1.157
H2 -4.771 1.060 0.984
H3 -4.842 -3.775 0.418
H4 1.512 0.137 1.183
H5 -2.618 -2.622 0.531
H6 -6.868 -0.266 0.819
H7 -4.111 0.201 -3.717
H8 -4.308 -0.282 -2.031
H9 5.942 -3.854 -0.975
H10 1.309 2.361 2.090
H11 6.997 -2.552 -0.387
H12 -3.768 -1.456 -3.219
H13 -1.841 -0.659 -1.857
H14 -1.659 -0.268 -3.561
H15 -2.460 2.912 -0.810
H16 -2.545 2.051 -3.086
H17 -0.979 1.680 -2.365
H18 -3.654 1.593 -0.895
H19 6.302 -2.451 -2.004

The SMILES is CCCCn1c(SCC(=O)Nc2nnc(C)s2)nnc1-c1ccncc1. The calculation puts the HOMO-LUMO gap at 0.3300 hartree. The value obtained for the HOMO energy is -0.32197 Eh. For the relative energy (zero: lowest compared OMol25 entry of this formula, charge and spin), the calculation gives 0.000 eV.

[5]
Here is the molecule C2HF3N2O in a non-equilibrium geometry from OMol25. Energies are from ωB97M-V/def2-TZVPD.

Atoms and positions in Å:
F1 0.968 1.279 1.286
F2 -1.085 1.863 -0.528
F3 -0.541 -2.286 -0.855
O1 0.753 -0.852 0.642
N1 -1.251 -0.353 -0.236
N2 -0.568 -1.339 0.291
C1 0.829 0.491 0.212
C2 -0.593 0.705 -0.232
H1 1.488 0.492 -0.580

The SMILES is FC1=NN(F)O[C@@H]1F. The calculation puts the HOMO-LUMO gap at 0.3918 hartree. The value obtained for the HOMO energy is -0.39647 Eh. For the relative energy (zero: lowest compared OMol25 entry of this formula, charge and spin), the calculation gives 3.141 eV.

[6]
Here is a cluster of 2 separate species, C15H21BN4O6 in total in a non-equilibrium geometry from OMol25. Energies are from ωB97M-V/def2-TZVPD.

Atoms and positions in Å:
O1 2.168 2.950 -2.181
O2 1.645 -3.170 3.827
O3 1.867 2.897 0.013
O4 -4.143 -1.413 -3.803
O5 2.988 -3.238 1.835
O6 -2.265 -2.318 -4.386
N1 -1.050 -2.763 -0.354
N2 -3.273 -1.680 -4.613
N3 -2.696 2.819 0.063
N4 0.220 -0.959 1.733
C1 0.580 -2.261 1.540
C2 -2.216 1.429 0.034
C3 1.737 1.702 0.826
C4 -1.195 0.909 0.962
C5 -2.854 0.533 -0.980
C6 -3.456 -1.184 -6.004
C7 -0.059 -3.119 0.502
C8 -0.767 -0.531 0.854
C9 1.960 -1.899 4.487
C10 -1.365 -1.427 -0.147
C11 4.114 2.107 -1.064
C12 0.948 1.932 2.153
C13 -2.419 -0.838 -1.042
C14 -0.625 1.916 2.009
C15 2.654 2.664 -1.112
B1 1.756 -2.895 2.452
H1 -4.392 -0.635 -6.058
H2 -0.935 2.971 1.752
H3 -1.869 3.397 -0.144
H4 2.786 1.389 1.128
H5 3.240 -2.559 1.186
H6 -2.971 2.968 1.043
H7 1.064 -1.237 4.316
H8 -1.155 1.697 2.986
H9 2.167 -2.063 5.578
H10 2.898 -1.483 4.021
H11 -3.628 0.866 -1.711
H12 4.812 2.634 -1.758
H13 0.318 -4.174 0.416
H14 -2.613 -0.535 -6.233
H15 1.232 1.126 2.887
H16 -3.477 -2.051 -6.660
H17 1.243 2.928 2.599
H18 4.489 2.209 -0.012
H19 1.348 0.878 0.176
H20 4.097 1.014 -1.312
H21 -2.908 -1.500 -1.803

The SMILES is COB(O)c1cnc2ccc(N)c(CCCOC(C)=O)c2n1.C[N+](=O)[O-]. The calculation puts the HOMO-LUMO gap at 0.2941 hartree. The value obtained for the HOMO energy is -0.31243 Eh.

[7]
Here is the ion H2NO2S with charge -1 in a non-equilibrium geometry from OMol25. Energies are from ωB97M-V/def2-TZVPD.

Atoms and positions in Å:
S1 0.649 -0.696 -0.333
O1 0.649 -2.010 -0.976
O2 1.923 0.032 -0.325
N1 -0.328 -0.776 0.892
H1 -0.005 -0.125 -1.428
H2 -0.123 0.109 1.302

The SMILES is N=[S@H](=O)[O-]. The calculation puts the HOMO-LUMO gap at 0.3276 hartree. The value obtained for the HOMO energy is -0.16539 Eh. For the relative energy (zero: lowest compared OMol25 entry of this formula, charge and spin), the calculation gives 0.672 eV. Its charge is -1.

[8]
Here is a structure of composition C24H66AsF9N6O10 in a non-equilibrium geometry from OMol25. Energies are from ωB97M-V/def2-TZVPD.

Atoms and positions in Å:
As1 4.239 1.605 1.963
F1 0.662 2.977 -6.443
F2 5.516 1.714 3.081
F3 4.865 0.071 1.400
F4 3.589 3.102 2.503
F5 3.344 0.812 3.262
F6 2.585 3.405 -5.324
F7 5.015 2.341 0.641
F8 2.802 1.349 0.989
F9 1.294 5.110 -6.059
O1 3.986 -2.722 -1.315
O2 -2.794 -0.179 4.407
O3 -5.074 -2.625 0.957
O4 -1.671 -0.072 0.336
O5 0.984 4.520 -3.204
O6 0.159 0.632 -0.610
O7 -1.688 2.811 1.787
O8 0.140 2.478 -3.831
O9 4.909 -0.430 -3.533
O10 -0.330 -1.564 -0.591
N1 -0.604 -0.321 -0.272
N2 -2.769 -1.768 6.664
N3 -2.734 -3.182 -0.218
N4 2.408 -0.463 -2.220
N5 -0.606 3.570 -0.699
N6 1.977 -3.452 0.377
C1 4.877 -3.686 -1.854
C2 5.934 -0.920 -4.311
C3 1.271 3.829 -5.506
C4 3.164 1.818 -2.680
C5 3.768 -0.085 -4.267
C6 -1.104 2.060 -4.242
C7 -3.734 -2.369 -0.967
C8 -1.231 4.137 1.562
C9 0.471 5.523 0.322
C10 4.210 -2.572 0.079
C11 0.495 3.865 -4.191
C12 -3.499 -2.399 -2.466
C13 -6.354 -2.815 1.532
C14 -5.121 -2.705 -0.471
C15 -3.413 -0.617 3.198
C16 -4.875 -0.773 7.485
C17 -3.693 0.130 5.430
C18 2.774 0.538 -3.343
C19 -1.211 0.531 -4.047
C20 -0.079 4.150 0.603
C21 -4.055 -1.060 6.272
C22 3.102 -2.453 2.319
C23 -0.886 2.013 2.597
C24 2.948 -2.355 0.858
H1 -5.800 -1.981 -0.920
H2 -3.308 0.943 6.045
H3 1.783 0.601 -3.805
H4 5.636 -1.662 -5.059
H5 -2.367 -2.069 5.762
H6 6.372 -0.085 -4.873
H7 -2.100 4.707 1.211
H8 -2.805 -1.147 2.475
H9 -1.350 1.028 2.664
H10 -3.360 -3.406 -2.870
H11 -2.725 -4.172 -0.471
H12 -0.342 0.074 -4.540
H13 -5.310 -3.758 -0.735
H14 0.731 3.513 0.930
H15 1.735 -0.033 -1.552
H16 2.377 -1.460 0.610
H17 -2.110 -1.098 7.087
H18 -0.961 4.670 2.486
H19 -2.846 -2.604 7.257
H20 -0.733 2.311 3.642
H21 1.665 -3.216 -0.573
H22 1.232 5.474 -0.462
H23 -6.386 -2.516 2.573
H24 -5.101 -1.716 8.006
H25 -0.621 2.533 -0.608
H26 -4.225 -1.330 3.451
H27 1.980 -1.347 -2.523
H28 4.065 1.754 -2.068
H29 -1.573 3.900 -0.668
H30 -1.792 -2.740 -0.427
H31 3.650 -1.626 2.765
H32 -0.097 3.895 -1.544
H33 5.916 -3.358 -1.828
H34 -4.292 -1.882 -3.012
H35 -4.643 0.461 4.989
H36 -5.854 -0.347 7.277
H37 3.383 -0.964 -4.813
H38 0.103 1.775 2.182
H39 -0.467 4.375 -4.455
H40 -1.337 2.221 -5.309
H41 -3.939 0.213 2.714
H42 -7.142 -2.314 0.955
H43 -1.140 0.302 -2.972
H44 2.543 -4.311 0.324
H45 -1.968 2.554 -3.756
H46 4.822 -4.653 -1.319
H47 4.947 -1.778 0.267
H48 -4.420 -0.203 8.301
H49 3.324 -0.787 -1.849
H50 -6.690 -3.867 1.479
H51 3.339 2.565 -3.449
H52 -4.587 -1.818 5.699
H53 4.583 -3.975 -2.862
H54 3.474 -3.396 2.739
H55 6.714 -1.321 -3.674
H56 1.164 -3.545 0.983
H57 -2.082 0.097 -4.536
H58 -2.640 -1.787 -2.764
H59 1.002 5.878 1.207
H60 4.019 0.674 -5.023
H61 2.343 2.161 -2.054
H62 -2.899 -2.996 0.778
H63 2.100 -2.432 2.776
H64 -3.465 -1.331 -0.750
H65 -0.266 6.266 0.019
H66 4.774 -3.420 0.513

The calculation puts the HOMO-LUMO gap at 0.1768 hartree. The value obtained for the HOMO energy is -0.38502 Eh. For the relative energy (zero: lowest compared OMol25 entry of this formula, charge and spin), the calculation gives 0.000 eV. Its charge is +2.

[9]
Here is the ion C2H5N2O2S with charge +1 in a non-equilibrium geometry from OMol25. Energies are from ωB97M-V/def2-TZVPD.

Atoms and positions in Å:
S1 3.022 0.029 0.143
O1 0.802 -1.271 0.190
O2 0.705 1.083 0.674
N1 -0.660 0.910 0.829
N2 -0.632 -1.231 0.300
C1 1.194 0.036 -0.118
C2 -1.301 -0.230 0.731
H1 -2.322 -0.254 0.584
H2 -1.022 -2.114 -0.114
H3 1.120 0.221 -1.252
H4 -1.029 1.791 1.257
H5 2.988 -0.349 1.418

The SMILES is S[C@@H]1ONC=[NH+]O1. The calculation puts the HOMO-LUMO gap at 0.3534 hartree. The value obtained for the HOMO energy is -0.50731 Eh. For the relative energy (zero: lowest compared OMol25 entry of this formula, charge and spin), the calculation gives 2.061 eV. Its charge is +1.

[10]
Here is a structure of composition C22H36F6N2PSSi2W in a non-equilibrium geometry from OMol25. Energies are from ωB97M-V/def2-TZVPD.

Atoms and positions in Å:
W1 0.242 0.754 0.331
S1 -2.115 0.965 0.094
P1 1.554 -0.932 -4.758
Si1 0.238 -2.576 -0.456
Si2 -0.748 1.675 3.591
F1 1.503 -0.864 -3.122
F2 3.160 -1.047 -4.689
F3 1.415 -2.539 -4.686
F4 1.662 0.691 -4.781
F5 -0.072 -0.804 -4.800
F6 1.595 -0.974 -6.365
N1 0.631 -1.179 0.576
N2 -0.046 0.564 2.467
C1 2.334 1.612 1.055
C2 0.684 -0.531 2.897
C3 -1.760 3.014 2.750
C4 1.099 -1.441 1.885
C5 -0.948 0.922 -1.186
C6 1.429 2.682 0.745
C7 -1.880 0.796 4.811
C8 1.153 2.633 -0.643
C9 2.605 0.914 -0.129
C10 -3.277 0.252 -3.230
C11 -2.516 1.571 -3.126
C12 1.862 1.496 -1.192
C13 1.793 -3.307 -1.215
C14 -1.099 1.346 -2.602
C15 1.837 -1.932 4.521
C16 1.909 -2.526 2.203
C17 -0.996 -2.180 -1.785
C18 1.057 -0.824 4.216
C19 -0.622 -3.824 0.655
C20 2.281 -2.780 3.518
C21 0.573 2.608 4.564
C22 -2.444 2.252 -4.489
H1 -0.507 2.260 -2.739
H2 -1.483 -3.349 1.133
H3 -1.066 -3.054 -2.440
H4 -1.984 -1.981 -1.364
H5 -1.776 3.895 3.400
H6 -0.593 0.605 -3.227
H7 -1.881 1.631 -5.191
H8 1.862 1.164 -2.219
H9 2.097 -4.235 -0.722
H10 0.737 -0.176 5.021
H11 -2.747 -0.433 -3.897
H12 1.054 3.415 1.441
H13 -2.793 2.697 2.591
H14 -1.367 3.314 1.779
H15 -1.943 3.221 -4.426
H16 2.910 -3.630 3.752
H17 0.534 3.321 -1.193
H18 -2.658 1.480 5.161
H19 2.254 -3.175 1.408
H20 2.108 -2.122 5.553
H21 3.191 0.013 -0.214
H22 1.123 3.289 3.907
H23 -0.691 -1.350 -2.413
H24 1.633 -3.510 -2.276
H25 2.700 1.358 2.037
H26 0.106 3.216 5.345
H27 1.305 1.951 5.039
H28 -1.353 0.415 5.687
H29 0.014 -4.234 1.438
H30 -3.443 2.413 -4.901
H31 -3.043 2.227 -2.423
H32 2.623 -2.600 -1.154
H33 -4.281 0.415 -3.629
H34 -0.993 -4.653 0.044
H35 -3.374 -0.233 -2.258
H36 -2.370 -0.051 4.323

The calculation puts the HOMO-LUMO gap at 0.2452 hartree. The value obtained for the HOMO energy is -0.16568 Eh. For the relative energy (zero: lowest compared OMol25 entry of this formula, charge and spin), the calculation gives 0.000 eV. Its charge is -1.

[11]
Here is a structure of composition C8H9N5OSbSe4Ti in a non-equilibrium geometry from OMol25. Energies are from ωB97M-V/def2-TZVPD.

Atoms and positions in Å:
Sb1 0.893 -0.789 2.575
Se1 1.868 0.688 4.186
Se2 1.780 -0.171 0.218
Se3 -1.641 -0.106 2.362
Se4 0.924 -3.184 2.811
Ti1 -0.656 0.332 0.177
O1 -0.087 3.133 1.617
N1 -1.702 3.645 -1.686
N2 -2.035 1.621 -0.842
N3 -2.473 2.843 -0.939
N4 -0.991 1.548 -1.684
N5 -3.507 3.277 -0.138
C1 -0.271 2.120 1.121
C2 -1.158 -2.443 -0.268
C3 -0.791 2.803 -2.114
C4 -0.032 -2.907 -0.949
C5 0.137 -2.612 -2.290
C6 -1.925 -1.369 -2.293
C7 -2.103 -1.665 -0.937
C8 -0.810 -1.844 -2.962
H1 1.020 -2.957 -2.812
H2 -1.287 -2.713 0.773
H3 -0.667 -1.601 -4.008
H4 0.012 3.081 -2.774
H5 -3.687 4.238 -0.406
H6 0.711 -3.470 -0.399
H7 -3.005 -1.353 -0.422
H8 -3.189 3.271 0.832
H9 -2.652 -0.758 -2.813

The calculation puts the HOMO-LUMO gap (spin up / spin down) at 0.2075 / 0.2149 hartree. The value obtained for the HOMO energy (spin up / spin down) is -0.12859 / -0.13208 Eh. For the relative energy (zero: lowest compared OMol25 entry of this formula, charge and spin), the calculation gives 0.000 eV. Its charge is -1.

Q: Which formula does entry 2 have?
A: C3H3Cl3